Entry 1:
A molecular structure, C50H53CrN4O2P2STe2 in a non-equilibrium geometry, computed with wB97M-V/def2-TZVPD.

The energy relative to the best compared isomer or geometry (same formula, charge and spin) is 0.970 eV. Its charge is -2. Its spin multiplicity is 6. The lowest unoccupied orbital energy (spin up / spin down) is 3.48 / 3.48 eV.

The geometry in XYZ format:
```
115
Properties=species:S:1:pos:R:3:forces:R:3
H 4.296128 -0.753589 -4.201346 -0.59 -0.10 -0.28
H -4.389486 -3.254926 -4.244778 0.31 0.18 0.04
C -4.034727 0.170156 0.142363 0.54 0.21 -0.15
Te 2.256558 1.650038 -2.221005 0.47 1.02 -2.01
H -0.210426 1.843344 7.148781 -0.88 0.28 -0.75
P 0.861480 3.033284 2.577640 -0.70 -1.64 0.56
H 4.419859 -2.823494 -3.224255 -0.07 0.22 -0.10
H -0.588403 2.224116 -1.531035 0.06 0.23 0.35
C -1.575987 1.809455 5.390745 -0.02 1.12 1.80
C -2.299855 5.604948 2.015208 0.71 0.53 0.69
C 3.406245 -3.158507 -3.457389 1.05 -1.79 -1.78
C 3.530948 3.459337 3.185900 0.03 -0.61 -0.07
H -0.751083 -2.711497 -6.522733 -0.33 0.89 0.23
H 1.236479 -5.503771 -6.175948 -0.21 -0.62 0.33
H 1.866938 1.657451 4.249569 0.70 -0.58 -0.04
H 0.976255 2.935347 5.132671 -0.16 -1.00 -0.84
N -1.233159 0.604028 0.377720 -2.50 0.85 -0.37
H 0.490898 5.145030 4.705353 0.89 -0.41 0.52
H -3.081818 5.763882 1.264383 0.30 -0.08 0.31
H 5.878828 5.445858 1.703133 -0.49 -0.19 0.59
H -1.376439 -6.853975 -7.561751 -0.20 0.23 0.36
C -3.333090 -3.392610 -3.962435 0.06 0.81 -0.19
C -2.800421 2.267021 4.864500 -0.27 -0.09 0.59
H -3.010882 2.263200 3.779333 0.12 -0.58 0.70
C -2.640760 -4.195072 -5.049091 -2.26 0.67 -1.43
C 0.179721 -1.955358 7.302231 -0.90 0.19 -0.07
C -1.189630 2.166688 6.713574 -0.37 -0.31 0.14
C -1.744396 -6.073245 -6.873970 0.83 -0.40 -0.40
C -2.010429 1.448132 -0.358178 -1.17 -1.75 0.75
S 3.064817 0.318437 -0.213828 -0.44 0.59 0.42
H -0.707601 -0.982197 -7.104923 -0.34 -0.75 1.04
C 0.712534 -1.469489 -5.620864 1.25 0.76 1.28
H 4.670844 0.564689 -6.200838 -0.85 0.45 -0.16
H -2.886656 -2.401200 -3.661108 -0.22 -0.88 -0.68
C 1.303250 -2.303938 -4.649508 -0.41 -0.28 -0.41
C 3.280717 -0.946515 -4.602140 0.32 -0.69 -0.34
H 3.543724 -4.120663 -4.112741 -0.36 1.47 1.30
H -3.343331 -3.940030 -3.026345 0.15 -0.42 0.32
H 3.270176 1.417435 -6.973013 -0.11 0.29 -0.78
H 1.086102 0.155315 -6.904534 -0.11 0.66 -0.32
C 2.422756 3.859382 2.482639 0.18 1.37 -0.76
H 1.841420 -3.240776 7.563154 0.70 -1.22 1.06
H -4.798521 2.990964 5.393005 1.31 -0.07 0.49
C -2.065007 2.868059 7.555024 -0.24 -0.63 -1.15
C 2.557905 4.895721 1.536418 -0.10 -0.05 -0.93
H 3.486047 2.579880 3.815323 0.12 0.28 0.19
C 2.651861 -2.163505 -4.267902 -0.55 2.06 -0.01
H -5.102029 0.000550 0.015334 0.19 0.08 0.10
H 5.634412 3.776815 3.542797 -1.03 0.08 -0.89
H -1.269607 3.982633 0.917821 -0.23 0.13 0.08
C -4.031069 -6.149737 -8.016594 -0.31 -0.16 0.51
H -3.985888 2.003659 -0.998957 0.24 -0.47 0.17
H -5.003014 -6.343512 -7.536373 0.20 -0.16 0.04
H 2.611959 -3.151336 0.883948 -0.01 0.81 0.14
C -0.296953 4.410115 2.782661 -0.47 1.25 0.69
O 3.926945 0.913562 0.832408 -0.57 -0.23 -0.72
H -1.744158 3.149813 8.540262 -0.01 0.16 0.30
C -1.299796 4.621885 1.798908 0.02 0.57 1.43
H -4.278364 -5.460295 -8.802537 0.05 0.53 -0.74
H 0.793128 -6.455625 -4.734033 -0.38 0.24 -0.44
H -2.069270 3.036911 -1.632419 0.69 -0.90 0.77
H -1.501277 -1.427809 -5.519969 0.02 0.02 0.21
C 1.132969 -1.765385 1.827376 1.10 1.49 -0.66
H -3.692704 -7.075553 -8.468936 0.13 -0.19 -0.09
N 1.605877 0.983397 -0.438425 1.97 -0.73 0.07
H 3.855612 6.243870 0.469189 0.15 -0.44 0.36
C 4.887953 5.059412 1.998581 0.74 0.68 -1.28
H 2.104632 -0.441835 4.386715 0.10 -0.17 -0.12
C 2.432142 -2.600460 1.827186 -0.11 0.18 0.60
H 2.957224 -3.440869 -2.539102 -0.65 -0.34 0.77
C -2.267584 6.416620 3.192781 -0.01 -0.71 0.23
C -0.227377 5.244160 3.939072 -2.66 0.30 -1.65
C -0.869844 -5.598144 -5.907276 -0.34 -0.89 -0.39
N -1.433889 2.488968 -1.017267 0.31 1.20 -1.33
O 0.079541 -2.411104 1.826142 -1.09 -0.96 0.31
Te 0.026410 -3.766407 -3.540797 -0.50 -0.55 -0.80
C 2.743188 -0.051306 -5.543226 -0.68 -2.31 0.37
N 1.166951 -0.422074 1.787768 1.16 -3.60 2.05
H 0.549479 -7.160043 -6.342415 -0.02 -0.01 -0.22
H -0.460094 -2.409415 8.027387 -0.02 -0.36 0.66
H 1.711323 5.147223 0.865044 0.43 -0.10 0.72
C 2.140661 -1.865298 6.028410 -0.95 2.43 -1.92
C 1.461209 -2.422589 7.047625 -1.01 0.45 -0.24
C 0.299751 -0.334846 5.476339 -0.93 -0.89 1.94
P -0.471413 0.858020 4.373917 1.48 0.92 -1.92
H 3.125188 -2.066954 5.743312 1.38 -0.88 -0.11
C 1.542807 -0.842800 5.220782 1.13 -0.57 0.42
C 3.796812 5.475087 1.250781 -1.05 -0.02 0.28
C -1.882331 -0.421560 1.004999 0.69 -0.12 -0.90
C -3.051006 -5.595237 -7.028346 0.17 -0.34 -0.38
C 0.947930 2.190436 4.273454 -1.57 1.00 0.09
C -3.362007 3.104547 7.104587 -0.26 -0.27 -1.86
H -3.684886 -1.497819 1.385765 0.04 -0.83 0.26
C -1.257074 6.193869 4.159575 0.33 -0.63 -0.61
C -0.670523 -1.648580 -6.183262 0.71 -0.47 -1.83
H 3.729769 1.778645 -5.331149 0.14 0.38 0.10
H -4.446788 -4.218024 -6.244567 -0.38 0.10 0.17
C 0.487480 -6.231851 -5.777185 0.74 0.72 -0.01
C -3.412096 1.250124 -0.436925 0.02 1.06 -0.61
C -3.224374 -0.707093 0.847251 -0.10 0.73 0.34
C -0.400392 -0.943667 6.578439 0.75 0.96 -1.26
H -1.377517 -0.556003 6.824104 -0.20 -0.22 0.13
C -3.753522 2.773874 5.754675 0.08 0.93 0.87
H 2.183606 -3.417647 2.516475 0.40 0.18 0.24
C 1.481470 -0.372923 -6.058974 0.45 -0.48 0.08
C 3.640678 0.986261 -6.069351 1.13 0.27 0.54
C -3.445683 -4.607770 -6.157435 0.71 0.76 2.09
H -1.272341 6.685167 5.140017 -0.06 0.14 -0.57
H -4.066800 3.638760 7.713739 -0.27 -0.03 0.32
C 4.734150 4.060898 2.923088 2.29 -0.22 1.67
H -1.188532 -1.091866 1.510143 -0.26 -0.14 0.32
Cr 0.581294 1.060415 1.148439 -1.01 1.92 0.38
H -3.063031 7.167036 3.457160 0.81 -0.91 -0.65
H 3.297183 -1.991164 2.184861 -0.45 -0.65 -0.49
C -1.326938 -4.634916 -4.980833 1.46 0.00 1.82
```
Forces are in eV/Å.

Entry 2:
A molecular structure, C50H55BN12O2RuS3, computed with wB97M-V/def2-TZVPD.

Its charge is +1. Its spin multiplicity is 6. The lowest unoccupied orbital energy (spin up / spin down) is -2.34 / -3.19 eV.

The geometry in XYZ format:
```
124
Properties=species:S:1:pos:R:3:forces:R:3
H -11.208811 2.421113 -8.458146 -0.01 -0.01 0.00
N 2.493123 2.742435 0.790850 0.18 -0.04 -0.05
H -2.779589 -1.739200 4.478616 0.00 0.00 0.00
H 0.072044 3.566192 -3.220698 -0.01 0.00 0.00
C -1.455684 -0.968671 2.868158 0.06 -0.12 0.00
C -2.922544 -3.377956 -0.664058 0.04 -0.01 0.04
H -1.750761 2.238590 0.981669 0.02 0.02 0.00
H -3.201970 -4.369994 -0.338924 0.00 0.00 -0.01
H -1.769038 0.034209 2.639202 0.00 0.01 0.00
H 1.506023 -2.457579 5.979795 -0.01 0.00 -0.01
C -7.661489 -0.277696 -5.078569 -0.01 -0.03 0.01
H 1.846731 -6.810896 3.454252 0.01 0.00 0.00
N 0.547887 3.738083 0.594895 -0.11 0.10 -0.03
H -4.696231 -3.022997 -1.794795 0.00 0.00 0.01
C 2.994602 -1.003685 5.476950 0.00 0.08 -0.03
H 2.244324 0.159719 7.166686 0.00 0.00 0.00
C -0.832310 4.222317 0.955881 0.07 -0.03 0.00
C 3.053539 -0.532185 6.928217 0.01 0.00 -0.01
N -1.293930 -1.634660 -0.614600 -0.06 0.08 -0.07
H 4.073414 -2.807910 5.915649 0.00 0.00 0.00
H 2.939448 -1.408016 7.565329 0.00 0.00 0.00
C -4.039810 -0.508170 -2.772557 -0.04 -0.11 0.07
H -0.700175 3.560762 3.021589 -0.01 0.02 0.00
H 6.736365 -3.066625 -2.530484 0.00 0.00 0.00
C 4.148810 -1.969638 5.221688 0.03 -0.02 -0.01
Ru 0.747411 -0.691874 0.382133 0.50 -0.09 0.30
H -2.127729 5.825416 0.427543 0.00 0.01 0.00
H -8.043269 3.096396 -6.900473 0.00 0.01 -0.01
C 1.485437 4.511612 -0.070688 -0.01 -0.02 0.03
H -1.013116 5.403298 -0.867737 -0.01 -0.01 0.00
C 6.275340 -0.244072 0.095078 -0.06 0.00 -0.02
C 3.369379 1.470428 5.017803 0.00 -0.07 -0.03
H 3.647005 4.186425 -0.303715 0.01 -0.01 0.00
C 1.186045 2.646477 1.095600 -0.02 0.01 0.06
O -10.071753 1.311981 -7.223902 0.02 0.01 -0.01
H 3.305705 -2.479622 -1.257176 0.03 -0.01 -0.03
C -0.432113 2.678894 -2.862468 0.00 0.04 0.07
C 1.694855 -5.974808 2.786578 0.03 0.01 -0.11
H 4.010014 -0.069519 7.173682 0.00 0.00 -0.01
H -9.462981 2.673272 -8.674110 0.01 0.00 -0.01
C -0.267463 -2.785513 2.715438 0.12 0.01 -0.01
H 3.794835 3.287727 3.859549 -0.01 0.00 -0.01
H 4.530685 2.937900 1.589130 -0.02 -0.04 0.02
H 5.636897 -0.320146 -3.362036 0.00 0.00 -0.01
C 5.831778 0.757278 0.876093 0.01 -0.03 0.00
H 4.122985 -2.357402 4.204685 0.00 0.01 0.03
H -0.449548 6.337694 0.540408 0.01 -0.01 0.00
H 1.242520 5.434510 -0.559143 -0.02 0.00 0.00
H 1.189315 2.131066 -1.556623 -0.03 -0.03 -0.01
H 0.834778 -0.948287 5.329190 -0.01 0.00 0.01
H 4.386052 -3.628413 -2.067051 -0.01 -0.01 0.02
C 0.680168 -3.819170 2.315272 -0.10 0.01 0.08
N 4.513682 0.995401 0.556003 -0.05 0.22 0.04
H -2.002769 3.143193 -0.521850 0.03 -0.02 -0.08
H -10.303482 3.378273 -7.265306 0.00 0.01 0.00
H -1.352340 -3.824448 4.186270 0.01 0.01 -0.02
H 2.929586 -6.763178 1.209314 0.00 0.00 0.00
C 1.346770 -3.749543 1.073067 0.10 0.04 -0.06
C 2.130792 -4.858268 0.697045 0.05 0.04 -0.03
H -2.870314 3.606031 0.940468 -0.01 -0.02 -0.02
C -1.967760 -1.829915 3.780038 0.01 -0.02 -0.02
H -2.225971 2.920631 -4.028513 0.01 0.00 0.00
C -1.538874 0.377981 -1.894487 0.07 -0.05 0.05
H 5.105265 -1.470815 5.388320 0.00 -0.01 0.00
H 2.601638 -4.819889 -0.275622 0.03 -0.01 -0.01
C -3.316169 -1.363721 -1.888892 -0.09 -0.01 -0.06
C 3.567600 2.239607 3.934862 0.03 -0.05 -0.06
N -0.393451 -1.568078 2.216735 -0.32 0.19 0.11
C 4.962358 -1.143308 -3.119898 -0.01 0.01 -0.05
S 2.594092 0.102450 -1.143716 0.07 -0.03 -0.06
C 6.713674 -2.277517 -1.780383 -0.03 0.03 0.02
H 5.096398 -1.926512 -3.866704 0.00 0.00 -0.01
H 1.616631 -2.112286 4.244308 -0.02 -0.03 -0.01
C -7.947877 2.147405 -6.395209 0.01 -0.03 0.02
O 1.252736 -2.734147 0.243189 -0.19 -0.06 -0.03
H -6.049030 2.648228 -5.535323 -0.01 0.00 -0.01
H 3.936310 -0.787314 -3.176756 0.05 -0.02 0.00
C 3.177710 0.172591 3.207891 0.12 0.11 0.01
H 7.448413 -1.524605 -2.069059 -0.01 0.01 0.00
H 3.388358 1.735649 6.055632 0.00 -0.02 0.01
C -2.262325 1.156137 -2.808588 -0.06 0.04 -0.05
H -0.054384 5.187145 2.731364 -0.01 0.00 0.00
C 4.150349 0.134261 -0.401481 -0.09 -0.02 -0.06
C 2.306074 -5.937943 1.529823 -0.01 -0.04 0.06
N -5.266677 -0.640483 -3.377975 0.03 -0.04 -0.01
C -0.844390 4.483855 2.461565 0.00 -0.01 0.02
C -1.679212 2.329848 -3.305150 -0.03 -0.02 0.00
C -1.698037 -2.839592 -0.259996 -0.07 0.02 -0.05
H 6.339201 1.320249 1.638598 -0.01 0.02 -0.01
C -10.259337 2.522758 -7.942430 0.01 -0.02 0.03
H -7.571492 -1.238407 -4.584872 -0.01 0.00 -0.01
C 4.335744 -2.824695 -1.329909 -0.06 -0.08 0.03
C -5.455384 0.473023 -4.155638 -0.08 0.00 -0.05
S 0.468930 1.357172 1.975333 -0.08 -0.14 -0.12
H 0.420460 -4.951046 4.132701 0.00 0.02 -0.01
C -2.067369 -0.900250 -1.437374 0.09 0.03 0.06
N -1.211288 -2.973489 3.670381 -0.04 -0.04 0.07
C -3.740655 -2.631018 -1.468448 -0.05 0.01 -0.05
C 1.647594 -1.671999 5.235039 -0.09 -0.02 0.01
N 5.222773 -0.624235 -0.718428 0.14 -0.12 -0.05
C -8.786143 -0.044240 -5.838059 0.02 0.00 0.01
B 3.749524 2.033740 1.418096 -0.01 -0.05 0.12
N 3.470996 1.436841 2.817152 -0.15 0.04 -0.11
C 2.675292 3.893037 0.050636 -0.02 -0.05 -0.01
C -6.662224 0.690438 -4.957904 0.06 -0.02 0.05
C 5.293704 -1.715509 -1.744497 -0.02 0.04 0.07
H -9.562764 -0.789965 -5.938120 0.00 0.00 0.00
H -5.910283 -1.405535 -3.282756 0.00 0.03 0.01
C -1.921180 3.224956 0.561023 0.03 -0.01 -0.02
H -1.803443 4.916541 2.747869 0.00 0.00 0.00
C -3.553243 0.690583 -3.220981 0.10 0.15 -0.04
N -4.433606 1.295461 -4.079666 0.01 -0.04 0.04
H 4.627325 -3.224235 -0.356552 -0.01 -0.01 0.00
H -1.026092 -3.412367 0.358455 0.03 -0.02 0.03
C 0.886134 -4.924967 3.153116 -0.02 0.03 0.03
N -0.315921 0.745758 -1.450561 -0.06 0.05 0.01
H 7.002119 -2.721546 -0.827042 0.00 0.00 0.00
C 0.205796 1.864727 -1.919698 -0.02 0.04 0.01
H 7.242462 -0.702761 0.053646 0.02 -0.01 -0.04
C -8.937607 1.173092 -6.503841 -0.02 0.03 -0.02
S 2.901690 -1.172975 2.177091 0.05 0.17 -0.09
C -1.102227 5.528092 0.212852 -0.01 0.00 0.01
C -6.822453 1.897413 -5.625467 -0.01 0.04 -0.02
N 3.140358 0.179192 4.569615 -0.03 -0.05 0.13
```
Forces are in eV/Å.